Density functional theory data (wB97M-V/def2-TZVPD) for an isolated molecule of C4H6N2O.

Bonds (Å) are listed after each position.
CARTESIAN COORDINATES (ANGSTROEM)
1 C -1.5598 0.8693 0.0427  C2 1.444, H8 1.155, H9 1.228, H10 1.125
2 C -0.8467 -0.3847 -0.0212  C1 1.444, N3 1.347, C6 1.351
3 N -1.4199 -1.6009 -0.1073  C2 1.347, N4 1.318
4 N -0.3895 -2.4071 0.0490  N3 1.318, O5 1.340
5 O 0.8026 -1.7945 0.0488  N4 1.340, C6 1.363
6 C 0.4961 -0.4793 -0.1328  C2 1.351, O5 1.363, C7 1.471
7 C 1.7548 0.2737 -0.0224  C6 1.471, H11 1.037, H12 1.136, H13 1.064
8 H -1.4884 1.5366 -0.8976  C1 1.155
9 H -2.7416 0.6243 0.2715  C1 1.228
10 H -1.0162 1.5009 0.7979  C1 1.125
11 H 1.5508 1.2789 -0.1717  C7 1.037
12 H 2.3652 0.5042 0.9077  C7 1.136
13 H 2.4925 0.0786 -0.7646  C7 1.064

Summary:
Total charge ... 0
HOMO-LUMO gap ... 10.3 eV
SMILES ... Cc1nnoc1C